The following is a DFT calculation (the ωB97M-V functional and the def2-TZVPD basis) of a cluster of 12 separate species, C14H50O12 in total in a non-equilibrium geometry.

Each line ends with the Mulliken charge.
Geometry (Å):
H -4.54952 -0.00160 -4.09571  0.324
C 2.04711 3.25884 2.12172  -0.795
H -1.99651 -2.99662 -3.11016  0.229
O -0.94245 -0.68318 -3.99934  -0.397
H 1.90288 -0.19631 1.15760  0.124
H -0.54268 2.03864 -0.97649  -0.024
H -0.45165 -1.35905 -3.52614  0.227
H 0.87225 1.80367 2.63752  0.265
C 1.60576 -1.18616 0.81113  -1.147
H 2.59097 3.25264 3.06631  0.361
H -3.61697 0.48043 -0.81407  0.347
H -0.75953 0.75690 -5.39888  0.280
O -3.34813 -0.11711 -2.40171  -0.554
H -1.38925 3.64870 -3.25431  0.312
C 5.06352 1.58015 1.50622  -0.225
C -1.78612 -2.31497 3.34401  -0.280
O -3.41285 2.86891 1.86480  -0.604
H -1.32636 -1.53155 2.74155  -0.094
C -0.12051 0.14499 -4.76224  -0.739
H -1.23625 1.48074 -2.44506  -0.294
H -1.05234 -3.02284 -1.59733  0.164
O 1.68983 -0.52312 5.77323  -0.512
O 3.19133 -1.31393 -3.06615  -0.195
H 4.09474 1.14542 1.75233  -0.128
C -3.92297 -0.26853 0.92133  -0.700
H -5.05827 0.90008 -2.67705  0.344
H -2.22354 2.51135 -1.29902  0.239
H -1.47962 2.18073 1.84497  0.012
H 1.78988 -1.90299 4.14408  0.042
H 1.31143 -1.12960 6.41402  0.289
H 3.15370 -1.95684 5.23865  0.360
H 6.79127 1.41603 2.47878  0.293
C -0.77311 -0.63435 0.08588  0.076
C -4.19124 0.62058 -3.27557  -0.797
H 4.51608 -0.59742 -1.69583  0.245
H 5.25418 -1.44604 -2.88157  0.305
H 0.77790 -3.72037 -3.19870  0.274
H -1.20031 -1.56124 0.46860  0.366
H 1.19427 -1.72854 1.66236  0.209
H -3.16706 -0.41523 1.69281  0.168
H 5.03561 2.66743 1.57792  0.321
H -4.16199 -1.17321 0.36229  0.370
H -4.79038 -0.08845 1.55638  0.379
C -1.25110 2.32376 -1.75427  0.482
H 4.22446 -2.34506 -1.65394  0.312
O -3.71386 0.82979 0.07483  -0.439
H -3.70685 1.49116 -3.71779  0.259
H -1.29084 -0.32311 -0.82141  -0.340
H -2.35926 -1.84703 4.14442  0.337
H 0.57555 0.70362 -4.13652  0.278
H 0.46701 -0.48486 -5.43023  0.306
H 2.50975 -1.74891 0.57835  0.391
O 1.02427 -0.97642 -1.48365  -0.519
C 4.32782 -1.47933 -2.30811  -0.424
H 2.85080 -0.51584 4.17897  0.073
H 1.45184 4.17138 2.08979  0.295
H 5.38700 1.43269 0.47583  0.274
O -2.57010 -3.16651 2.49369  -0.495
O 0.00050 -3.22586 -3.46836  -0.538
C -2.03199 3.11227 1.72164  -0.347
O 1.24402 2.11457 1.80883  -0.358
H 2.44378 -1.26003 -2.46626  0.588
H -3.69510 2.15283 1.29108  0.462
H 2.79096 3.31304 1.32683  0.195
H -2.01227 -3.71840 1.94065  0.274
H -1.01435 -2.90769 3.83510  0.289
H -1.24835 -4.49891 -2.51748  0.442
C 2.40779 -1.29242 4.80248  -0.226
H -2.54797 -0.28494 -2.90488  0.227
C 0.65196 -0.92220 -0.28564  0.619
H -0.80949 0.06331 0.92257  0.302
H -1.69224 3.85058 2.44796  0.362
O 5.96235 0.93414 2.43109  -0.532
C -1.12547 -3.41980 -2.60984  -0.580
H -1.81016 3.51845 0.73478  0.191
O -0.82356 3.51874 -2.48966  -0.597

Cartesian forces, eV/Å:
0.02 -0.13 -0.04
0.19 0.48 -0.83
0.14 -0.01 0.04
-1.39 0.15 0.84
0.05 0.26 0.25
0.23 0.74 0.05
0.56 -0.28 -0.26
-0.24 -0.02 0.11
0.86 -0.26 0.71
-0.21 -0.53 0.15
0.25 0.04 -0.65
0.16 0.27 0.33
-0.01 -0.03 -0.21
-0.18 -0.17 0.09
0.85 -0.24 0.55
0.42 -0.74 -0.46
-0.08 0.71 0.91
0.16 0.22 0.15
0.53 -0.46 -0.62
-0.47 -0.11 -0.03
0.36 0.37 -0.03
0.01 -0.69 -0.37
1.16 0.45 -0.92
-0.07 0.21 -0.45
-1.20 -0.32 0.92
0.06 0.30 -0.18
-0.02 -0.35 -0.07
0.36 -0.06 0.08
-0.50 -0.09 0.10
-0.08 0.02 0.16
0.18 0.23 0.08
0.04 0.09 -0.06
0.51 -0.17 -0.73
-0.77 -0.22 -0.02
-0.48 0.49 0.76
-0.37 -0.61 -0.59
-0.23 -0.22 0.25
-0.09 -0.20 -0.06
-0.58 0.30 -0.06
0.69 -0.13 -0.46
-0.10 0.05 0.61
0.40 -0.15 0.06
-0.40 0.15 -0.17
0.18 0.91 -1.19
0.12 -0.08 0.27
0.23 0.13 0.47
0.09 0.16 0.26
-0.26 0.20 0.40
-0.47 -0.22 -0.39
-0.13 0.45 -0.07
0.25 0.03 -0.21
-0.05 0.21 -0.65
-0.65 0.34 1.73
0.92 -0.01 -0.18
0.47 -0.31 -0.05
-0.11 -0.01 -0.01
-0.23 -0.56 -0.23
-0.46 0.62 0.48
0.07 1.00 0.05
-0.46 -0.23 -0.45
0.38 -0.21 0.54
-1.65 -0.25 0.92
0.25 0.03 -0.49
-0.05 0.17 0.04
0.20 0.03 0.24
0.22 0.08 0.05
-0.47 0.00 0.14
-0.08 0.84 0.04
0.59 -0.27 -0.14
0.45 -0.72 -1.63
-0.02 0.29 -0.24
-0.22 -0.15 0.18
-0.47 0.40 -0.44
0.08 -1.33 -0.32
0.17 0.02 -0.14
0.37 -0.91 1.09

Output
<S²>: 0.756
LUMO (spin up / spin down), eV: -3.274 / -9.506
HOMO energy (spin up / spin down), Ha: -0.42518 / -0.42244
HOMO-LUMO gap (spin up / spin down), eV: 8.296 / 1.990
Relative energy (zero: lowest compared OMol25 entry of this formula, charge and spin), kJ/mol: 6.8
DFT total energy, eV: -39884.049
Multiplicity: 2
Net charge: +1